Entry from the Open Molecules 2025 dataset: a single C4H8O3 molecule (ωB97M-V with the def2-TZVPD basis set).

Geometry (Å):
C 0.1559 -1.0819 -1.2513
C 0.6448 -0.7300 0.1509
O 1.9637 -0.2625 0.0529
C -0.2456 0.3340 0.9101
O 0.5154 1.4633 1.2546
C -1.4580 0.7912 0.1242
O -1.6094 1.9572 -0.1650
H 0.8545 -1.7969 -1.6944
H -0.8397 -1.5407 -1.2477
H 0.1392 -0.1899 -1.8878
H 0.6339 -1.6459 0.7597
H 1.9864 0.5902 0.5189
H -0.6278 -0.1326 1.8298
H 0.0944 2.2154 0.7972
H -2.2076 0.0289 -0.1522

Values from the calculation:
LUMO energy (eV): 0.73
Electronic energy (Eh): -382.907670
SMILES: C[C@@H](O)[C@@H](O)C=O
Energy relative to the best compared isomer or geometry (same formula, charge and spin) (eV): 1.555
Multiplicity: 1
HOMO-LUMO gap (eV): 10.95